(1)
A cluster of 2 separate species, C5H12O in total at a distorted geometry. Source: OMol25; level of theory: the ωB97M-V functional and the def2-TZVPD basis.

The geometry in XYZ format:
```
18
Properties=species:S:1:pos:R:3:forces:R:3:nbo_charge:R:1
C -2.04805 0.75913 0.59174 0.56 0.49 -0.20 -0.4102
C -1.52895 1.51765 -0.37191 -0.74 0.06 -0.15 -0.1682
C -1.86749 1.35541 -1.82493 -0.27 0.71 0.33 -0.6476
H -1.54158 0.73096 1.54474 -0.54 0.29 0.44 0.1982
H -2.94748 0.18366 0.43392 0.29 -0.65 -0.12 0.1940
H -0.89866 2.36381 -0.11495 0.68 -0.47 0.00 0.1935
H -2.17677 2.29584 -2.28711 -0.08 0.03 0.04 0.2113
H -2.66351 0.62492 -1.94727 0.11 -0.15 -0.18 0.2118
H -0.96261 1.06406 -2.35134 0.02 -0.32 -0.16 0.2178
C 2.11637 -0.37798 0.57076 -1.41 -0.21 -0.30 -0.6426
C 1.83463 -1.74897 1.18057 0.96 0.75 0.20 -0.0531
O 1.02143 -2.55925 0.36707 -0.16 -0.12 0.04 -0.7113
H 2.52694 -0.45246 -0.43561 0.62 -0.03 0.13 0.1964
H 2.67887 0.26168 1.23909 0.39 0.02 -0.08 0.2184
H 1.14655 0.10214 0.40116 -0.01 0.13 0.17 0.2114
H 2.79911 -2.21986 1.41617 -0.14 -0.29 -0.17 0.1485
H 1.34543 -1.58737 2.13825 -0.31 -0.21 0.04 0.1685
H 1.16577 -2.31338 -0.55035 0.04 -0.04 -0.03 0.4632
```
Positions in Å, forces in eV/Å.

Summary:
* relative energy (zero: lowest compared OMol25 entry of this formula, charge and spin): 1.6249 eV
* HOMO level: -9.4 eV
* LUMO energy: 0.036 hartree
* SMILES: C=CC.CCO

(2)
A cluster of 9 separate species, C44H80F6N14O2P in total at a distorted geometry. Source: OMol25; level of theory: the ωB97M-V functional and the def2-TZVPD basis.

The geometry in XYZ format:
```
147
Properties=species:S:1:pos:R:3:forces:R:3:lowdin_charge:R:1
C 8.08655 0.68587 3.25546 -0.14 -0.35 0.02 -0.0582
C 7.39409 0.06977 2.04260 0.06 0.59 0.57 -0.1320
N 5.99291 0.61549 1.88276 -2.86 -0.21 0.21 -0.0158
C 5.06956 -0.11177 1.13093 -2.12 2.27 0.28 0.0024
C 3.84571 0.57263 1.20779 1.01 -0.38 -0.33 -0.0184
N 3.96831 1.72195 2.00488 4.58 -5.01 0.32 -0.0776
C 5.25938 1.62237 2.49552 1.40 0.04 -1.69 0.0252
C 3.08571 2.79656 2.11903 -0.75 1.92 0.41 -0.0305
H 8.33615 1.74596 3.21071 -0.34 0.02 -0.25 0.0912
H 9.02972 0.19442 3.49421 -0.07 -0.21 -0.28 0.0990
H 7.40837 0.47100 4.08129 0.16 0.35 0.36 0.0613
H 7.27697 -1.00155 2.20588 -0.21 0.04 0.10 0.1085
H 7.91511 0.15162 1.08869 -0.10 0.49 0.03 0.1388
H 5.25764 -0.96158 0.49153 0.33 -0.05 0.38 0.1369
H 2.91574 0.33230 0.71402 -0.08 0.16 -0.01 0.0961
H 5.82219 2.36436 3.04241 -0.51 0.17 0.28 0.1586
H 2.04118 2.53983 2.29548 0.17 -0.49 -0.57 0.0832
H 3.24649 3.36063 1.20030 -0.72 0.39 0.16 0.1284
H 3.34868 3.39027 2.99451 0.32 0.15 -0.14 0.1048
C -0.75881 2.06275 4.06647 -1.44 1.33 -1.12 -0.0359
C -1.19295 3.41858 3.41040 0.61 -0.07 2.04 -0.1289
N 0.02383 4.27504 3.36241 1.14 3.54 -0.24 -0.0394
C 0.63086 4.78730 2.23381 1.56 1.11 -0.56 -0.0161
C 1.57647 5.81047 2.57354 -1.65 -2.94 -0.36 0.0175
N 1.59188 5.83571 3.92657 -3.32 -2.26 0.70 -0.1007
C 0.54301 5.01448 4.39382 1.84 -0.41 -1.06 0.0370
C 2.51493 6.46819 4.83424 -0.01 0.79 1.04 0.0165
H -0.29689 2.22919 5.03962 0.12 0.01 -0.20 0.0810
H -0.11924 1.54696 3.35022 -0.10 -0.33 0.36 0.0411
H -1.72994 1.59726 4.23478 0.35 -0.79 0.02 0.0863
H -1.88849 3.92639 4.07857 0.22 0.06 0.40 0.1276
H -1.79579 3.41680 2.50228 1.11 -0.43 -0.55 0.1060
H 0.51041 4.27032 1.29327 -0.47 0.34 -0.34 0.1099
H 2.28365 6.37875 1.98758 -0.19 -0.12 -0.11 0.1471
H 0.34177 4.77562 5.42767 0.03 0.43 0.04 0.1642
H 3.51260 6.67393 4.44639 -0.27 -0.32 -0.49 0.1138
H 2.59915 5.78194 5.67691 0.16 0.41 0.15 0.1058
H 2.08595 7.42361 5.13631 0.15 -0.04 0.27 0.1186
C -3.52403 6.49129 -0.00668 0.18 -1.72 -0.65 -0.0211
C -3.27402 4.92628 -0.29345 0.95 2.43 0.64 -0.1565
N -4.54094 4.28827 -0.47110 -1.65 -0.29 -1.57 -0.0615
C -4.76177 2.98107 -0.08166 -1.20 1.44 -0.31 -0.0013
C -6.05684 2.74571 -0.41234 -0.71 -0.85 -0.40 -0.0090
N -6.59008 3.83137 -1.10605 3.65 -0.06 -0.01 -0.0982
C -5.65014 4.77752 -1.15160 2.02 -1.29 1.96 0.0560
C -7.83426 3.91613 -1.77834 -2.18 -0.27 0.91 0.0175
H -4.25698 6.58069 0.79513 0.41 0.06 0.35 0.0844
H -4.00077 6.98019 -0.85626 0.24 -0.11 -0.25 0.0655
H -2.58699 7.01899 0.17103 -0.18 -0.14 0.25 0.0813
H -2.76680 4.40884 0.52085 -0.25 0.29 0.37 0.0872
H -2.57431 4.69924 -1.09779 -0.34 0.38 -0.49 0.1266
H -4.01032 2.39993 0.43215 -0.14 0.12 -0.02 0.1295
H -6.65611 1.87499 -0.19070 -0.06 0.12 -0.21 0.1357
H -5.71975 5.79397 -1.50990 -0.17 -0.24 -0.23 0.1710
H -8.16377 2.93089 -2.10823 0.11 0.09 0.04 0.1100
H -7.90646 4.61101 -2.61502 0.49 0.08 0.31 0.1226
H -8.44169 4.22660 -0.92819 -1.16 0.16 -0.73 0.1246
C -3.06514 -5.43402 -3.37777 -0.01 -0.95 -0.58 -0.0612
C -2.38871 -5.63266 -2.07488 3.09 -0.78 -0.31 -0.1918
N -2.81609 -4.69753 -1.09287 -1.73 1.01 1.23 -0.0397
C -4.09925 -4.14023 -1.01572 1.13 0.35 0.39 0.0309
C -4.07172 -3.31800 0.08340 -1.14 -0.22 -0.34 -0.0406
N -2.86424 -3.42361 0.69655 1.51 -0.72 -1.60 -0.0670
C -2.10198 -4.26153 -0.07948 -0.38 0.70 1.82 0.0197
C -2.40027 -2.77131 1.93920 0.06 -1.04 -0.17 0.0387
H -2.98481 -4.41306 -3.75099 -0.70 0.18 0.45 0.0664
H -4.04382 -5.88966 -3.22723 -0.41 0.61 -0.89 0.0973
H -2.55129 -5.98401 -4.16617 -0.09 -0.47 0.23 0.1015
H -1.31077 -5.49163 -2.15405 0.24 0.59 -0.29 0.1301
H -2.30951 -6.64998 -1.69161 -1.23 -0.20 0.05 0.1563
H -4.82287 -4.37441 -1.78248 -0.10 0.21 0.36 0.1336
H -4.84784 -2.69915 0.50892 -0.02 -0.15 -0.07 0.1368
H -1.12051 -4.60447 0.21295 0.17 0.14 -0.25 0.1533
H -1.32106 -2.91886 1.97963 -0.07 0.23 -0.03 0.0773
H -2.83976 -3.35837 2.74562 -0.07 0.47 0.24 0.1140
H -2.65456 -1.71189 1.97180 -0.10 -0.22 -0.09 0.0911
C 6.50069 -4.44237 2.80925 -0.21 -1.01 -1.16 -0.0677
C 5.90873 -4.32611 4.15662 -0.34 0.44 0.94 -0.1366
N 5.13421 -3.01459 4.25591 -2.29 -0.74 -0.45 -0.0222
C 5.56478 -1.85695 4.79275 -2.41 1.76 1.06 0.0043
C 4.40465 -1.00240 4.88344 3.08 0.19 -0.24 -0.0076
N 3.39306 -1.56406 4.18892 2.24 -4.46 -0.07 -0.0876
C 3.82433 -2.84757 3.89098 0.66 0.90 0.01 0.0356
C 2.08051 -1.12904 3.82465 -0.47 1.14 0.13 0.0064
H 6.74983 -5.49056 2.64400 0.51 0.02 0.11 0.1026
H 7.37475 -3.81947 2.61922 -0.14 0.01 0.07 0.0864
H 5.71355 -4.30188 2.06845 0.10 0.42 -0.22 0.0739
H 6.64427 -4.41779 4.95579 0.13 0.89 0.06 0.1380
H 5.26476 -5.15898 4.43896 -0.61 0.29 -0.51 0.1393
H 6.58647 -1.77498 5.13308 -0.24 0.27 0.30 0.1406
H 4.29255 -0.05264 5.38522 0.19 0.02 -0.21 0.1322
H 3.19251 -3.56006 3.38151 0.25 -0.11 -0.03 0.1486
H 1.62511 -1.84603 3.14154 -0.03 -0.07 0.34 0.0880
H 2.17825 -0.19344 3.27400 -0.04 0.04 -0.04 0.0732
H 1.52381 -0.92425 4.73911 -0.34 -0.26 -0.19 0.1133
C -1.19739 -2.78385 -5.47332 -0.75 -0.44 -1.62 -0.0817
C 0.29856 -3.18412 -5.43597 -0.28 1.29 1.77 -0.1009
N 1.00656 -2.07513 -4.71326 2.21 1.20 2.71 -0.0613
C 0.85173 -0.71587 -5.06604 3.60 0.06 2.35 0.0114
C 1.84157 0.03454 -4.29599 -1.65 -3.18 -1.11 0.0433
N 2.46511 -0.88844 -3.44564 -1.68 -2.13 -0.96 -0.0812
C 1.95997 -2.17777 -3.64473 -0.98 3.79 -3.05 0.0779
C 3.42652 -0.63656 -2.35883 -0.02 0.70 0.55 0.0074
H -1.70300 -2.21581 -4.69243 0.97 -0.08 0.77 0.0556
H -1.87414 -3.62138 -5.64259 0.40 -0.44 0.02 0.0699
H -1.40971 -2.18504 -6.35901 0.30 0.15 -0.23 0.0711
H 0.80812 -3.24670 -6.39750 -0.53 -0.26 -0.10 0.1419
H 0.48912 -4.07414 -4.83627 -0.10 -0.07 -0.26 0.1259
H 0.21002 -0.43791 -5.88905 0.20 0.12 0.15 0.1198
H 2.26883 1.01860 -4.42036 -0.52 0.10 0.18 0.1333
H 2.43768 -3.00641 -3.14319 -0.61 -0.39 -0.13 0.1399
H 4.28192 -0.03084 -2.65799 -0.01 -0.37 -0.59 0.1095
H 3.73459 -1.57407 -1.89594 -0.02 -0.01 -0.39 0.0804
H 2.96200 -0.03933 -1.57421 -0.50 -0.07 -0.11 0.0724
C -5.52423 -1.19801 -7.10187 -1.13 -0.56 1.32 -0.0509
C -4.66468 -0.14067 -6.36914 0.16 -0.11 -0.43 -0.1295
N -4.64690 -0.20451 -4.87195 2.42 -0.22 3.98 -0.0234
C -5.58622 -0.70639 -4.00052 0.46 0.62 3.59 0.0119
C -5.10382 -0.69121 -2.60229 1.07 0.27 -5.11 0.0320
N -3.76616 -0.28187 -2.73363 -1.13 1.17 -2.38 -0.1005
C -3.51062 0.12954 -4.04568 -3.03 -2.36 0.47 0.0505
C -2.80825 -0.03507 -1.65908 0.33 -0.07 0.72 -0.0155
H -5.56838 -2.21341 -6.70804 1.44 -0.25 0.48 0.0776
H -5.33898 -1.35515 -8.16446 0.09 0.77 0.10 0.0997
H -6.58453 -1.06764 -6.88540 -0.24 1.07 -0.74 0.0800
H -4.96389 0.88601 -6.58012 -0.24 -0.17 -0.35 0.1333
H -3.62136 -0.22455 -6.67336 -0.01 -0.04 0.08 0.1144
H -6.62978 -0.88791 -4.21134 0.22 -0.24 -0.63 0.1353
H -5.57307 -0.97013 -1.67040 0.12 -0.02 -0.22 0.1161
H -2.56480 0.54980 -4.35426 -0.14 -0.12 -0.20 0.1528
H -3.13265 -0.41811 -0.69153 -0.76 0.12 -0.21 0.0809
H -2.63615 1.03696 -1.56300 0.27 -0.10 0.01 0.0968
H -1.88075 -0.59752 -1.76625 0.09 0.28 -0.71 0.0969
C -0.51766 0.43188 0.61570 -1.03 0.03 0.64 -0.0366
C -0.03152 1.72041 -0.02022 0.05 -0.81 0.66 -0.8364
O 1.12451 1.71551 -0.40148 2.75 -0.32 -0.92 -0.0312
O -0.77520 2.69979 0.01599 -2.03 1.62 0.21 -0.0661
H -0.34709 -0.48134 0.04557 0.19 0.05 0.10 0.0634
H -1.56484 0.59000 0.87360 -0.37 -0.39 -0.21 0.0491
H -0.05833 0.37489 1.60254 0.45 -0.38 -0.10 0.0479
P 1.95246 -3.61987 0.18554 0.54 0.30 -0.19 0.2014
F 1.34245 -5.04710 -0.29858 0.03 1.06 0.37 -0.1401
F 0.81632 -3.46895 1.34653 -0.01 -0.48 0.17 -0.1831
F 2.98128 -4.33474 1.21130 -0.56 0.02 -0.33 -0.1466
F 2.55263 -2.16850 0.67118 0.28 0.05 0.17 -0.1924
F 3.04394 -3.65949 -1.01161 -0.03 -0.14 0.21 -0.1586
F 0.96920 -2.76138 -0.79481 -0.46 -0.49 -0.37 -0.1892
```
Positions in Å, forces in eV/Å.

Summary:
* relative energy (zero: lowest compared OMol25 entry of this formula, charge and spin): 6.3637 eV
* HOMO level: -17.9 eV
* charge: +5
* LUMO energy: -0.368 hartree

(3)
A structure of composition C16H33AuF6N7OP. Source: OMol25; level of theory: the ωB97M-V functional and the def2-TZVPD basis.

The geometry in XYZ format:
```
65
Properties=species:S:1:pos:R:3:forces:R:3:mulliken_spin:R:1
Au 0.16276 -0.81495 -0.21905 0.00 -0.27 -0.03 0.0034
C 1.15427 0.34411 4.13491 -0.01 -0.06 -0.01 0.0000
N 0.28530 -0.78791 3.82275 0.00 0.02 0.02 -0.0002
C -0.78022 -1.16182 4.77546 0.02 -0.02 0.01 0.0002
C -1.65224 -2.13708 3.97365 -0.01 -0.01 0.00 -0.0001
N -0.94581 -2.22597 2.68907 0.02 -0.01 0.06 -0.0004
C -1.31758 -3.22679 1.70895 -0.01 -0.05 0.01 0.0000
C 0.09768 -1.41092 2.66562 -0.04 0.00 -0.05 0.0005
N 0.90195 -1.32493 1.55154 -0.06 0.10 0.06 -0.0033
C 2.32018 -0.98289 1.64796 -0.01 -0.03 -0.04 -0.0013
C 2.93331 -1.46060 0.34409 -0.05 -0.02 0.01 -0.0003
N 2.11311 -0.81724 -0.72459 -0.01 0.08 -0.01 -0.0506
C 2.67009 -0.21280 -1.74302 0.07 -0.04 0.04 -0.0380
N 2.27231 0.99076 -2.30783 -0.03 0.04 -0.05 0.5476
C 1.24320 1.88692 -1.81831 0.03 0.04 0.05 0.0115
C 3.15785 1.40466 -3.37249 -0.01 0.00 0.00 -0.0151
C 4.29461 0.39845 -3.31549 -0.01 0.00 -0.01 -0.0059
N 3.78088 -0.60731 -2.40381 -0.02 0.00 -0.01 0.3297
C 4.39225 -1.92805 -2.30703 0.01 0.01 0.01 -0.0019
H 0.94630 0.63461 5.16100 -0.01 0.02 -0.01 0.0000
H 0.94554 1.19424 3.48954 -0.01 0.03 -0.05 0.0000
H 2.20607 0.07377 4.08715 0.01 -0.01 0.01 0.0000
H -1.32516 -0.26349 5.06170 0.00 -0.01 0.00 0.0000
H -0.34352 -1.61006 5.66623 0.00 0.00 0.00 0.0000
H -2.66826 -1.77375 3.82347 0.02 -0.01 0.00 0.0000
H -1.69568 -3.12772 4.42477 0.00 0.00 0.01 0.0000
H -1.56794 -4.14923 2.23136 0.01 0.00 0.01 0.0000
H -0.47707 -3.42861 1.04753 0.00 0.00 -0.01 -0.0002
H -2.18296 -2.90200 1.13219 0.02 -0.02 0.02 0.0000
H 2.76335 -1.51948 2.48900 0.00 0.00 -0.01 0.0001
H 2.50094 0.08759 1.77515 0.01 0.00 0.01 0.0001
H 2.86547 -2.54603 0.27458 0.00 0.01 -0.02 0.0009
H 3.97299 -1.14584 0.26357 -0.01 0.01 0.00 -0.0020
H 1.61722 2.37692 -0.91012 0.00 -0.02 0.01 0.0446
H 0.32866 1.35012 -1.58176 0.03 0.04 -0.06 0.0027
H 1.04945 2.63905 -2.57883 0.02 0.01 0.01 0.0079
H 3.45353 2.44421 -3.20609 0.00 0.00 -0.01 0.0327
H 2.61411 1.37474 -4.32682 0.00 -0.02 0.00 0.0548
H 5.21503 0.84116 -2.91857 0.00 0.00 0.01 0.0375
H 4.53199 -0.06104 -4.27538 0.00 0.00 0.00 0.0177
H 4.72900 -2.21479 -3.30205 0.00 0.00 0.00 0.0091
H 3.65832 -2.63922 -1.93922 0.00 -0.01 -0.01 0.0032
H 5.25920 -1.90379 -1.64351 0.00 0.00 0.01 0.0211
C -0.45562 -2.31583 -4.43721 0.03 0.01 0.00 0.0010
N -1.57318 -1.52647 -3.91831 0.00 0.00 0.08 0.0000
C -2.82824 -1.64299 -4.68332 -0.01 0.00 0.01 0.0000
C -1.50401 -0.82933 -2.81249 -0.26 -0.05 -0.04 -0.0031
C -2.72053 -0.13403 -2.30492 0.00 -0.01 0.05 0.0006
O -0.35514 -0.73383 -2.21377 0.29 0.12 0.00 -0.0034
H -0.76131 -3.35950 -4.50020 -0.01 0.01 -0.01 0.0000
H 0.40232 -2.22762 -3.78130 0.00 -0.01 0.00 -0.0005
H -0.20387 -1.96648 -5.43771 0.01 0.00 0.01 -0.0001
H -2.58979 -2.05286 -5.65992 0.00 0.00 0.00 0.0000
H -3.29434 -0.67195 -4.82103 0.00 0.01 0.00 0.0000
H -3.52028 -2.31508 -4.17711 0.00 0.01 0.00 0.0000
H -3.50892 -0.85754 -2.08960 -0.01 0.00 -0.02 0.0000
H -3.10767 0.54470 -3.06606 0.00 0.00 -0.02 0.0000
H -2.50057 0.43150 -1.40874 -0.08 -0.19 -0.31 -0.0006
F -1.66773 -0.65996 0.44664 0.01 -0.09 -0.07 -0.0005
P -2.15165 1.35872 1.29831 -0.06 0.31 0.35 0.0003
F -0.56795 1.31512 1.57805 -0.03 0.02 0.00 0.0003
F -2.44555 2.74805 1.86783 0.02 -0.10 -0.06 0.0000
F -2.34261 0.48962 2.59633 0.01 0.02 -0.07 0.0000
F -1.76931 1.78405 -0.19310 0.18 0.20 0.10 0.0000
F -3.55384 0.92506 0.78683 -0.05 -0.04 0.00 0.0000
```
Positions in Å, forces in eV/Å.

Summary:
* relative energy (zero: lowest compared OMol25 entry of this formula, charge and spin): 0.0000 eV
* HOMO level (alpha / beta): -17.0 / -17.0 eV
* charge: +3
* LUMO energy (alpha / beta): -0.383 / -0.490 hartree
* <S²>: 0.78
* 2S+1: 2